# 1
Density functional theory data (wB97M-V/def2-TZVPD) for a 2-piece molecular cluster, C3H8O2S overall.

Values from the calculation:
Charge: -2
LUMO energy, hartree: 0.2232

```
14
Properties=species:S:1:pos:R:3:forces:R:3
C 0.237 0.377 0.204 2.2962 0.4894 -0.8628
O 1.609 0.304 -0.145 0.5079 -0.1154 -0.8181
C -0.309 -1.044 0.395 -1.0866 0.8251 -0.0318
C -1.754 -1.085 -0.135 -0.0062 -1.0468 0.5757
S -2.613 -2.669 0.363 -0.0481 0.3933 -0.3090
H 0.248 0.966 1.146 -0.8919 -0.1868 -0.0645
H -0.267 0.993 -0.590 -0.1971 -0.6147 0.6056
H -0.304 -1.214 1.479 -0.0986 -0.4711 -0.2379
H 0.270 -1.840 -0.114 -0.0185 0.7232 0.2765
H -1.707 -0.997 -1.236 -0.1629 0.0632 0.4030
H -2.320 -0.237 0.281 0.1295 -0.1225 -0.2422
H 1.986 1.236 -0.707 -0.6665 -0.0868 1.1590
H 2.592 2.704 -0.011 -0.1911 -0.1119 -0.6450
O 2.332 2.506 -0.931 0.4340 0.2617 0.1915
```
Forces are in eV/Å.

---

# 2
Density functional theory data (wB97M-V/def2-TZVPD) for a 2-piece molecular cluster, C25H18Cl6N2O overall.

Values from the calculation:
Charge: 0
LUMO energy, hartree: -0.0910

```
52
Properties=species:S:1:pos:R:3:forces:R:3
Cl -0.189 1.362 0.116 -0.0132 -0.5612 -0.0593
C 1.892 3.477 -1.317 -1.6141 2.0561 -0.1109
Cl 2.516 2.148 -2.146 0.6190 -0.9432 -0.4825
C 0.788 4.160 -2.013 0.5421 -0.1658 0.8529
O 0.365 3.768 -3.108 -0.2138 -0.1539 -0.1739
C 0.222 5.315 -1.305 1.0556 -0.9246 0.4163
Cl -1.023 6.092 -2.120 -0.9682 0.6949 -0.5716
C 0.646 5.719 -0.051 0.6418 -0.8857 -0.4786
Cl -0.077 7.109 0.714 0.2740 -0.5310 -0.1061
C 1.698 4.988 0.573 -0.5939 0.2043 -0.9464
Cl 2.086 5.351 2.174 0.5261 0.3086 1.2541
C 2.334 3.924 -0.089 -0.9490 0.3916 -0.1907
Cl 3.628 3.099 0.656 0.5831 -0.3971 0.5305
N -6.643 -0.661 -2.541 2.4427 -0.2216 0.2513
C -5.480 -0.711 -2.424 -2.5919 0.4250 -0.4901
C -4.058 -0.699 -2.252 0.3050 -0.6893 0.3218
C -3.462 -1.840 -1.682 0.8253 -0.3395 -0.1759
C -2.102 -1.807 -1.351 0.2895 0.8154 0.4687
C -1.386 -0.580 -1.444 -0.9514 -0.4426 -1.3194
C -0.071 -0.274 -0.797 0.4772 1.5005 -0.6318
C 0.375 -1.183 0.294 2.0194 0.2265 0.7150
N 1.668 -1.344 0.521 -1.8667 -0.1411 -0.5521
C 2.719 -0.979 -0.430 1.3082 0.2631 -0.9189
C 4.062 -1.152 0.317 0.2855 0.9193 -0.3824
C 3.746 -1.752 1.685 -0.5696 0.4276 0.4474
C 2.212 -2.015 1.697 1.6099 -1.2995 1.1998
C -0.568 -1.776 1.237 -0.2301 -1.0840 -0.2012
C -1.677 -1.070 1.683 0.8740 0.3033 -0.1052
C -2.535 -1.657 2.579 -1.2709 -0.0545 0.0953
C -2.397 -2.979 2.970 0.2233 0.0473 0.3709
C -1.297 -3.687 2.488 -0.7648 -1.0141 0.0913
C -0.433 -3.143 1.579 0.4735 0.9327 -0.2030
C -1.930 0.422 -2.271 -0.5660 0.0600 0.4008
C -3.277 0.396 -2.635 -0.0224 -0.1184 -0.2003
H -4.006 -2.788 -1.519 0.1238 0.8436 -0.1627
H -1.585 -2.696 -0.964 -0.5555 0.4274 -0.0160
H 0.704 0.100 -1.517 -0.5336 -1.1121 0.4897
H 2.700 -1.637 -1.319 -0.3502 0.0937 0.4945
H 2.664 0.054 -0.821 -0.4615 -0.4209 0.5180
H 4.750 -1.779 -0.267 -0.2454 0.2747 0.2241
H 4.505 -0.132 0.411 -0.1182 -0.8997 -0.0010
H 4.317 -2.669 1.886 -0.2908 0.3097 -0.0196
H 3.926 -1.036 2.495 0.3619 -0.1782 -0.2902
H 1.804 -1.721 2.682 -0.3679 0.3098 -0.8948
H 2.104 -3.108 1.672 -0.2822 0.4719 -0.3980
H -1.777 -0.052 1.331 -0.3536 -0.0551 0.3124
H -3.406 -1.097 2.889 0.0236 0.0447 0.1646
H -3.127 -3.459 3.647 0.5680 0.4005 -0.4645
H -1.184 -4.731 2.755 0.0028 0.0060 0.0198
H 0.340 -3.762 1.123 -0.2800 0.2231 0.1978
H -1.340 1.279 -2.574 0.1204 0.1459 0.2207
H -3.741 1.212 -3.218 0.4491 -0.4939 0.4892
```
Forces are in eV/Å.

---

# 3
Density functional theory data (wB97M-V/def2-TZVPD) for C26H50NOP3Ti as an isolated structure.

Values from the calculation:
Charge: +3
<S²>: 0.76
2S+1: 2
LUMO energy (alpha / beta), hartree: -0.3573 / -0.3445

```
82
Properties=species:S:1:pos:R:3:forces:R:3
Ti -0.432 0.146 -0.875 -1.6153 1.8291 4.4699
P 0.695 -1.619 0.809 0.9205 -1.0946 0.5137
P 1.056 -0.193 -2.585 2.0307 -0.1126 -1.3544
P -2.119 -1.840 -1.199 -1.1799 -1.0858 -0.3133
H -2.081 2.603 0.708 -0.2632 -0.2234 0.5436
C -2.449 1.699 1.214 0.8741 -0.6762 -0.7958
C -1.691 1.018 2.092 0.0515 -0.6386 -1.3880
H -0.649 1.284 2.282 -0.6446 0.3108 0.3156
C 2.062 -1.355 2.033 0.1996 0.3858 0.0354
C 1.528 -3.007 -0.083 -0.1284 -0.0136 -0.0662
C -0.424 -2.539 1.935 -0.2567 0.0911 0.1126
C 0.976 1.048 -3.899 0.2292 -0.0432 -0.4292
C 2.732 0.054 -1.912 0.0864 0.0075 0.0938
C 1.046 -1.804 -3.386 0.0196 -0.1545 -0.3048
C -3.429 -1.879 0.080 0.0056 0.2067 0.2254
C -1.631 -3.597 -1.317 0.1549 -0.0082 -0.0110
C -3.123 -1.686 -2.730 0.1998 0.2912 -0.1556
H -3.345 1.246 0.770 -0.0267 0.4900 0.7215
H -1.988 0.019 2.425 -0.1631 0.5367 0.2348
H 1.711 -0.805 2.923 0.1577 -0.2119 -0.4158
H 2.922 -0.835 1.579 -0.3756 -0.2559 0.2439
H 2.403 -2.347 2.366 -0.1820 0.2783 -0.1411
H 2.421 -2.652 -0.613 -0.2024 -0.1329 0.1965
H 0.857 -3.487 -0.799 0.1991 0.0776 0.1437
H 1.839 -3.758 0.658 -0.0900 0.2124 -0.2273
H -1.104 -1.847 2.440 0.1131 -0.1956 -0.0235
H 0.180 -3.049 2.697 -0.1385 0.1053 -0.2545
H -1.019 -3.290 1.411 0.1125 0.1829 0.1422
H 1.900 0.936 -4.474 -0.1411 0.1462 -0.1656
H 0.925 2.063 -3.486 0.1309 -0.2745 -0.0174
H 0.116 0.878 -4.554 0.1728 -0.0209 -0.0165
H 3.388 0.079 -2.792 0.1023 -0.0574 0.3278
H 3.020 -0.762 -1.235 -0.0449 0.2376 -0.3229
H 2.795 1.008 -1.367 -0.0508 -0.2589 -0.3368
H 1.678 -1.696 -4.274 -0.1139 -0.3240 0.0266
H 0.032 -2.101 -3.681 0.2631 0.1356 -0.0662
H 1.457 -2.570 -2.721 -0.0215 0.1909 -0.1913
H -4.332 -2.347 -0.338 0.3041 0.1425 0.1735
H -3.660 -0.854 0.400 -0.1129 -0.3249 -0.0625
H -3.099 -2.447 0.959 -0.1202 0.1571 -0.2280
H -2.495 -4.206 -1.615 0.1554 0.1905 0.1150
H -1.250 -3.955 -0.359 -0.0990 -0.1028 -0.2917
H -0.851 -3.707 -2.076 -0.1550 -0.1143 0.0712
H -3.951 -2.413 -2.724 0.4109 0.1464 0.0714
H -2.487 -1.868 -3.609 -0.2455 0.0420 0.1756
H -3.549 -0.678 -2.810 0.1110 -0.3749 -0.0323
C -2.628 1.722 -2.934 -0.6624 0.3514 -1.0138
C -2.120 2.320 -4.085 -0.2098 -0.3164 -0.3105
C -2.985 2.456 -5.182 -0.0440 0.4272 0.2918
C -4.358 2.224 -5.029 0.0709 -0.4161 -0.5795
C -4.873 1.813 -3.800 0.1632 0.5454 0.3010
C -4.004 1.610 -2.717 0.1339 -0.1719 -0.0536
O -1.730 1.067 -2.065 2.6935 -0.3369 -0.4907
H -0.736 0.855 -2.557 -3.2045 1.4384 0.0229
H -1.090 2.693 -4.108 -0.3784 -0.5519 -0.2537
H -2.572 2.735 -6.158 -0.2627 0.2052 0.5080
H -5.025 2.347 -5.898 0.4081 -0.1115 0.5801
H -5.953 1.660 -3.681 0.5503 0.1815 0.0583
H -4.388 1.408 -1.716 0.0618 -0.4268 -0.3084
C 1.036 3.266 3.275 -0.1026 0.2167 0.0343
N 2.317 2.653 2.814 -0.0060 0.2328 -0.2913
C 2.998 1.952 3.942 0.2302 -0.2344 -0.1095
C 2.105 1.758 1.600 0.3096 -0.3241 0.2969
C 1.669 2.553 0.411 0.9006 0.3648 -0.6882
C 2.494 3.656 0.113 -0.5998 -0.1488 0.3605
C 2.102 4.579 -0.840 0.1662 0.1892 -0.4352
C 0.892 4.387 -1.497 -0.4788 -0.1541 -0.0908
C 0.120 3.244 -1.239 0.1961 0.3441 -0.3954
C 0.567 2.215 -0.401 -0.5576 -1.0229 0.8494
H 0.383 2.445 3.568 -0.0317 0.2083 0.0852
H 0.590 3.860 2.466 0.1676 -0.2584 0.2446
H 1.249 3.901 4.140 -0.0943 -0.1117 -0.2060
H 2.925 3.428 2.521 -0.1313 -0.2141 0.0106
H 2.358 1.122 4.262 0.2111 0.2528 0.0196
H 3.969 1.574 3.586 -0.3776 0.1570 0.2445
H 3.133 2.675 4.754 0.0294 -0.2932 -0.1386
H 3.066 1.245 1.428 -0.2920 0.2030 0.1793
H 1.347 1.027 1.893 0.2562 0.1653 -0.0385
H 3.434 3.800 0.658 -0.2310 0.0823 -0.2145
H 2.723 5.446 -1.065 -0.1446 -0.2609 0.0221
H 0.545 5.095 -2.253 0.0673 -0.0074 0.4165
H -0.882 3.169 -1.671 0.5597 0.1015 -0.2494
```
Forces are in eV/Å.

---

# 4
Density functional theory data (wB97M-V/def2-TZVPD) for a 2-piece molecular cluster, C4H9N overall.

Values from the calculation:
Charge: 0
SMILES: N=C1CC1.C
LUMO energy, hartree: 0.0343

```
14
Properties=species:S:1:pos:R:3:forces:R:3
N 0.693 0.138 -0.224 0.8620 -1.4156 -0.3390
C -0.200 0.249 -1.088 0.8060 -0.0174 0.6293
C -1.512 -0.227 -1.318 -1.3227 1.9782 -1.3447
C -0.558 1.140 -2.153 -2.6932 -1.0696 -1.1311
H 1.570 0.428 -0.655 0.0019 1.1536 0.5655
H -1.720 -0.843 -2.184 0.3166 -0.4360 0.3394
H -2.416 0.201 -0.896 0.2899 -0.2613 0.5597
H -1.100 2.062 -1.954 0.6890 0.1417 0.4731
H -0.816 0.805 -3.154 0.9655 0.0328 -0.1186
C 1.237 -0.798 2.748 -0.5218 0.1427 -0.5158
H 1.502 -0.545 1.726 0.2623 0.2082 0.2388
H 0.855 -1.815 2.669 0.1512 -0.1211 0.5026
H 0.419 -0.138 3.034 -0.0781 -0.0224 0.0139
H 2.045 -0.656 3.449 0.2716 -0.3139 0.1270
```
Forces are in eV/Å.

---

no.,largest force on an atom (eV/A),E (Eh)
1,2.50,-667.69853
2,2.67,-3909.26713
3,5.09,-3023.18646
4,3.11,-212.42835